[1]
The following is a DFT calculation (ωB97M-V/def2-TZVPD) of a molecular structure, C2H5NSi at a distorted geometry.

ORCA input file:
```
! wB97M-V def2-TZVPD RIJCOSX def2/J DEFGRID3
* xyz 0 1
N 3.461 -1.001 -0.221
H 0.598 -0.429 -1.846
H 0.609 0.103 1.647
H -1.235 1.152 0.299
H -1.359 -1.019 1.253
Si -0.389 -0.184 0.507
H 0.443 -2.072 -1.122
C 0.413 -1.014 -0.999
C 2.344 -0.929 -0.474
*
```

Results
orbital gap	11.160	eV
energy above the lowest of the compared OMol25 structures with the same formula, charge and spin	225.1	kJ/mol

***

[2]
The following is a DFT calculation (ωB97M-V/def2-TZVPD) of a molecular structure, C34H65Br20NO6S at a distorted geometry.

ORCA input file:
```
! wB97M-V def2-TZVPD RIJCOSX def2/J DEFGRID3
* xyz 0 1
C -2.293 9.465 -7.424
H -4.637 1.149 -1.797
H -1.709 -2.897 0.370
H -4.296 3.664 -1.304
C 0.986 -9.631 6.843
H 0.537 -0.431 -0.291
H 4.857 -2.846 5.753
H 8.813 -7.012 4.530
H -2.167 9.215 -8.475
O -2.807 0.207 0.014
H 5.772 -0.368 -3.896
Br -7.884 11.671 -4.053
C 3.319 0.887 2.126
C 4.539 -2.126 6.503
H -7.364 5.427 -6.459
C 0.320 3.164 1.487
H -2.060 -0.298 -2.306
C 5.597 -3.643 0.456
O 3.614 2.023 2.845
C 1.736 2.542 1.619
Br 4.084 -1.975 -3.090
H 1.868 2.110 3.843
H -0.960 1.921 0.147
C -6.033 12.247 -4.183
C 1.983 1.045 1.271
H -8.825 3.767 -5.409
Br 6.135 -2.618 3.069
C 0.302 -0.868 0.697
C -1.401 8.610 -6.567
H 1.462 2.654 -1.060
H 6.047 -0.603 6.360
C 5.143 -1.064 -4.447
C 4.264 -0.326 -5.422
C 1.026 -0.050 1.840
H -6.675 5.184 -4.847
H -5.995 12.872 -5.073
H -0.858 -2.812 1.959
C 1.102 -8.695 5.672
H -5.948 1.922 -0.888
H 7.575 -3.731 1.361
C -2.870 -10.271 3.381
Br 2.596 -2.257 6.625
C -0.269 2.056 -2.192
H -3.573 -10.811 5.368
H -2.404 -1.969 -1.756
H 5.859 -3.669 -0.601
H 0.391 4.018 -1.592
C 0.425 3.009 -1.141
Br -3.545 3.093 -3.595
C -1.756 -1.091 -1.599
H 0.160 -8.642 5.131
H -5.829 12.857 -3.308
H -0.689 -1.301 -1.773
O 1.716 1.244 -3.727
H -5.593 3.996 -2.463
C 2.351 2.667 3.018
H 4.905 -2.441 7.478
Br -4.175 9.127 -7.048
Br 7.198 -5.169 4.201
C -4.849 3.268 -2.153
H 0.563 -10.584 6.529
C -7.556 5.511 -5.391
Br 4.689 -0.276 4.301
H 0.357 4.236 1.755
Br -2.526 -8.445 3.964
O 4.050 -0.016 2.191
H 4.443 0.032 6.781
C -1.948 -0.554 -0.160
H -1.213 3.667 0.077
H 5.768 -1.816 -4.917
C -2.978 -11.211 4.552
Br -1.224 -11.639 5.286
H 7.599 -7.023 5.822
H 6.918 -7.797 2.919
Br -9.000 4.574 -3.088
Br 2.738 -10.067 7.579
S 0.551 2.061 -3.799
H -2.945 -1.459 2.752
H -1.186 0.928 -4.255
Br 3.438 -1.545 -6.696
H 1.665 -0.789 2.363
C -5.409 1.912 -1.833
O 0.747 3.366 -4.317
H -3.395 -12.166 4.239
H -0.294 2.693 2.289
H 3.459 0.223 -4.942
H -1.347 2.289 -2.222
H 4.856 0.359 -6.026
Br -1.280 9.289 -4.743
C -1.593 -2.319 1.310
H 4.660 -3.109 0.579
H 2.317 0.901 0.226
C -5.104 11.080 -4.331
H -1.736 7.582 -6.499
C 6.995 -8.013 3.981
H -0.127 1.036 -1.784
C -0.429 2.886 0.157
H -4.117 11.419 -4.640
C 4.975 -0.715 6.197
C -3.009 -2.232 1.964
H 0.687 -1.906 0.700
H 0.319 0.335 2.588
Br -4.801 10.148 -2.654
C 7.747 -6.959 4.748
H -2.075 -10.538 2.691
H -3.290 -3.213 2.390
H 0.393 -9.227 7.658
C -8.819 4.782 -5.017
O -0.492 1.292 -4.820
H -9.706 5.304 -5.359
H 2.319 3.721 3.332
N -1.152 -0.928 0.976
H 1.896 -8.967 4.983
H -0.382 8.630 -6.940
H -3.792 -1.912 1.263
C 6.724 -3.061 1.266
Br 1.456 -6.869 6.254
Br 5.178 -8.210 4.653
Br -6.722 1.321 -3.145
H -2.128 10.530 -7.287
H -5.465 10.340 -5.035
Br -7.805 7.415 -5.041
H 7.457 -8.989 4.115
H 2.361 3.067 0.865
H 7.057 -2.116 0.839
H -3.813 -10.223 2.841
Br 5.257 -5.501 0.936
*
```

Results
orbital gap	8.782	eV

***

[3]
The following is a DFT calculation (ωB97M-V/def2-TZVPD) of a gas-phase ion, C5H3N2S (charge -1) at a distorted geometry.

ORCA input file:
```
! wB97M-V def2-TZVPD RIJCOSX def2/J DEFGRID3
* xyz -1 1
H 0.065 -1.129 1.642
N 0.599 0.532 0.197
C -2.108 1.253 -0.126
S -0.602 1.641 0.689
H -3.824 0.733 -1.521
H 2.163 -2.384 0.416
C -2.897 1.039 -1.002
N 2.334 -0.418 -0.702
C 1.793 -1.310 0.268
C 1.695 0.666 -0.808
C 0.780 -0.623 0.948
*
```

Results
orbital gap	6.399	eV
energy above the lowest of the compared OMol25 structures with the same formula, charge and spin	510.0	kJ/mol

***

[4]
The following is a DFT calculation (ωB97M-V/def2-TZVPD) of a single C8H6N2S molecule at a distorted geometry.

ORCA input file:
```
! wB97M-V def2-TZVPD RIJCOSX def2/J DEFGRID3
* xyz 0 1
C 2.029 -2.430 1.322
H 0.186 1.576 1.953
C -0.527 1.176 0.046
N 2.518 -3.400 1.688
C -0.977 0.377 -1.072
H 2.795 -1.882 -0.982
H -0.880 0.854 -2.042
S 1.851 -0.942 -0.899
C 0.688 -0.443 1.562
C 0.088 0.813 1.186
H -1.948 -1.301 -1.906
N -2.020 -2.033 1.193
H 0.584 -0.712 2.608
H -0.776 2.227 -0.065
C -1.833 -1.480 0.204
C -1.599 -0.811 -1.009
C 1.461 -1.250 0.808
*
```

Results
orbital gap	8.319	eV
SMILES	N#C\C=C/C=C\C=C(/S)C#N
energy above the lowest of the compared OMol25 structures with the same formula, charge and spin	231.0	kJ/mol

***

[5]
The following is a DFT calculation (ωB97M-V/def2-TZVPD) of a single C14H18Cl3N3OS molecule.

ORCA input file:
```
! wB97M-V def2-TZVPD RIJCOSX def2/J DEFGRID3
* xyz 0 1
C -0.637 -3.022 0.715
C -1.911 1.958 0.610
Cl 4.666 1.408 -1.131
C 0.699 -3.557 0.206
H 0.306 -3.224 -1.887
H -0.179 -4.819 -1.308
H -4.564 3.010 -1.984
N -0.977 1.580 1.587
H 0.993 -4.406 0.837
H -0.992 -2.223 0.070
C 0.329 1.256 1.421
C -1.874 1.431 -0.681
N 2.384 -0.188 0.051
H 1.946 -2.279 1.415
Cl 2.914 3.680 -0.789
H -1.383 -3.814 0.722
C 3.314 2.057 -0.184
H 2.744 -2.887 -0.038
O 0.695 -0.983 -1.202
H 1.869 1.100 -1.449
H 1.528 -4.462 -1.577
N 0.919 1.704 0.282
H -1.323 1.464 2.530
H -2.967 3.227 1.973
H 2.850 -0.282 0.944
S 1.101 0.449 2.638
H -0.535 -2.635 1.726
C -2.928 2.840 0.965
C -3.877 3.215 0.033
C 0.582 -4.046 -1.235
C -2.828 1.817 -1.605
Cl 3.798 2.184 1.513
H -1.133 0.692 -0.952
C 2.088 1.143 -0.370
C 1.800 -2.497 0.355
C 1.529 -1.191 -0.349
H -2.795 1.402 -2.601
H 0.335 2.281 -0.309
C -3.824 2.714 -1.257
H -4.661 3.901 0.317
*
```

Results
orbital gap	8.860	eV
SMILES	CC(C)CC(=O)N[C@@H](NC(=S)Nc1ccccc1)C(Cl)(Cl)Cl
energy above the lowest of the compared OMol25 structures with the same formula, charge and spin	3.2	kJ/mol

***

[6]
The following is a DFT calculation (ωB97M-V/def2-TZVPD) of a molecular structure, C39H36BClCsN8PS3 at a distorted geometry.

ORCA input file:
```
! wB97M-V def2-TZVPD RIJCOSX def2/J DEFGRID3
* xyz 0 1
C 1.348 0.392 -2.541
C -1.487 2.252 -0.551
H -4.188 -0.679 5.359
H -2.324 -6.441 -2.960
H -4.636 2.462 4.624
H -2.742 -4.875 -1.078
H 4.289 -5.097 3.134
H 4.697 0.177 4.092
C 1.964 0.327 5.885
H 3.131 -3.941 1.043
C 3.878 -2.440 -4.973
Cs 0.566 -0.511 1.118
H 4.281 -0.837 5.500
H 1.313 -4.381 -3.868
C -2.385 6.157 -3.705
C 3.942 -0.471 4.533
N 2.716 0.272 4.724
H -0.414 4.584 -1.446
P 1.342 -2.238 -1.704
C 2.769 -2.512 -2.828
C 2.811 -3.865 2.072
S -1.095 -0.705 3.742
H -3.720 0.943 1.260
C -2.497 2.888 4.260
N -2.280 8.034 -5.486
N 1.043 1.610 4.330
B 0.003 2.564 3.669
C 0.424 -4.480 -3.259
H 3.790 -1.314 3.857
C -0.376 1.542 -3.763
S 2.575 -4.078 4.567
Cl -1.220 -2.669 -0.125
C -1.243 5.816 -2.983
H 0.159 2.597 2.474
H 0.123 1.460 6.268
H -2.338 3.950 4.320
C -2.485 4.134 -1.804
H -4.548 3.930 -2.360
H 5.891 -3.188 -5.024
H -5.157 0.014 4.039
H 0.657 -2.603 4.138
H -4.568 3.138 -0.150
C 3.416 -4.464 3.127
H -4.465 5.746 -4.023
C 0.879 1.539 -3.162
C -0.946 -3.769 -1.443
H 3.947 -3.288 -1.213
N -1.845 1.322 0.285
C 3.922 -3.064 -2.274
H 0.093 3.657 4.191
H 1.494 2.431 -3.179
H -0.320 6.352 -3.159
N -1.450 2.027 3.996
C 2.150 1.071 3.775
H -0.744 2.439 -4.245
C 0.938 1.160 5.632
H 1.878 -1.752 -4.631
N -3.264 0.841 4.234
C 2.762 -2.197 -4.188
N 1.702 -3.109 2.375
H 5.930 -3.741 -2.615
H -2.133 0.392 -4.191
H 3.861 -2.189 -6.027
C -2.328 7.201 -4.695
C 1.468 -3.135 3.653
C -0.479 -5.500 -3.527
C -3.626 4.472 -2.521
C -3.578 5.483 -3.462
C -3.624 2.165 4.408
C -3.616 2.636 -0.138
C 5.018 -3.003 -4.410
C 0.584 -0.779 -2.532
C 5.040 -3.315 -3.060
S 2.818 1.301 2.230
C -4.157 -0.293 4.339
H -3.796 -1.084 3.687
C -1.152 0.394 -3.732
H -1.285 -1.656 -3.125
C -3.176 1.558 0.560
H 2.331 0.397 -2.080
N -2.523 3.089 -0.858
H 2.228 -0.228 6.768
C -1.861 -4.774 -1.699
C -1.922 0.765 3.982
C -0.674 -0.762 -3.124
H -0.289 -6.183 -4.346
H -0.506 2.349 -0.987
C -1.293 4.816 -2.032
C -1.621 -5.645 -2.752
C 0.204 -3.589 -2.213
*
```

Results
orbital gap	6.640	eV
energy above the lowest of the compared OMol25 structures with the same formula, charge and spin	90.2	kJ/mol